Record 1
{
  "formula": "C21H31N5O3",
  "method": "ωB97M-V with the def2-TZVPD basis set",
  "max_force_ha_per_bohr": 0.003,
  "multiplicity": 1,
  "energy_ha": -1318.3951,
  "smiles": "CC[C@@H]1CC[C@@](O)(C(=O)NCCN(C(=O)c2ccnc3c2ncn3C)C(C)C)C1",
  "gap_ev": 9.639,
  "symbols": ["C", "C", "C", "C", "C", "C", "O", "C", "O", "N", "C", "C", "N", "C", "O", "C", "C", "C", "N", "C", "C", "N", "C", "N", "C", "C", "C", "C", "C", "H", "H", "H", "H", "H", "H", "H", "H", "H", "H", "H", "H", "H", "H", "H", "H", "H", "H", "H", "H", "H", "H", "H", "H", "H", "H", "H", "H", "H", "H", "H"],
  "coordinates": [[4.789517, -2.187256, 4.277486], [4.133836, -0.992239, 4.959893], [3.316516, -0.132382, 4.003370], [3.043624, 1.291368, 4.490543], [1.938686, 1.759480, 3.551382], [0.987547, 0.545601, 3.489132], [0.070886, 0.601931, 4.561839], [0.172767, 0.526000, 2.193932], [-1.040894, 0.691931, 2.227141], [0.845318, 0.346833, 1.040659], [0.156998, 0.321598, -0.237446], [-0.593582, -0.993545, -0.437405], [-1.359576, -0.986298, -1.674431], [-0.655592, -1.179033, -2.813425], [0.550907, -1.384336, -2.814120], [-1.378479, -1.133805, -4.131692], [-1.357306, -2.230255, -4.979491], [-1.944120, -2.165936, -6.247518], [-2.537538, -1.085271, -6.748585], [-2.530230, -0.051293, -5.923760], [-1.992079, 0.010590, -4.630836], [-2.192006, 1.268498, -4.088586], [-2.818802, 1.920001, -5.027732], [-3.060989, 1.196139, -6.159310], [-3.709453, 1.628379, -7.378210], [-2.822172, -0.869554, -1.593020], [-3.229904, 0.405412, -0.865024], [-3.433026, -2.115878, -0.957332], [1.916532, -0.683055, 3.674245], [5.361099, -2.788868, 4.984705], [4.044859, -2.839540, 3.815709], [5.471519, -1.855184, 3.492209], [3.492214, -1.323697, 5.781852], [4.914481, -0.371874, 5.410614], [3.884899, -0.044899, 3.066103], [2.669591, 1.267614, 5.518622], [3.932740, 1.922265, 4.466744], [1.398521, 2.645429, 3.882124], [2.361303, 1.965388, 2.563219], [-0.796569, 0.757432, 4.149331], [1.834763, 0.173193, 1.072617], [-0.546788, 1.152851, -0.273804], [0.890050, 0.450128, -1.031141], [0.118928, -1.818868, -0.458709], [-1.276013, -1.142268, 0.396639], [-0.867718, -3.142042, -4.665672], [-1.923216, -3.037518, -6.890544], [-3.139323, 2.949135, -4.953534], [-4.117500, 2.624471, -7.222468], [-2.998588, 1.653304, -8.202904], [-4.515740, 0.943349, -7.633223], [-3.183516, -0.805947, -2.616535], [-4.318333, 0.476933, -0.837776], [-2.869316, 0.415611, 0.166046], [-2.839342, 1.277233, -1.389039], [-4.521288, -2.048404, -0.983181], [-3.130619, -3.014624, -1.496567], [-3.135631, -2.222464, 0.087114], [1.916366, -1.347367, 2.808886], [1.518773, -1.250507, 4.516915]],
  "forces_ev_per_angstrom": [[-0.117, -0.073, 0.027], [0.111, 0.078, -0.004], [0.125, 0.029, -0.092], [-0.130, -0.045, 0.063], [0.012, 0.022, 0.005], [-0.025, -0.006, -0.015], [0.001, -0.005, -0.006], [0.030, -0.005, 0.006], [-0.014, 0.002, 0.000], [-0.012, 0.002, 0.001], [0.014, 0.004, -0.014], [-0.015, 0.002, 0.018], [0.022, -0.002, 0.000], [-0.017, 0.003, -0.003], [0.008, -0.004, 0.004], [-0.005, 0.007, -0.006], [-0.002, 0.002, -0.008], [0.003, 0.019, 0.004], [-0.001, -0.004, 0.006], [-0.003, -0.015, -0.002], [0.007, 0.000, 0.005], [0.000, -0.015, -0.006], [-0.011, 0.010, -0.006], [0.014, -0.003, 0.004], [-0.005, 0.008, 0.006], [-0.008, -0.009, 0.010], [-0.007, 0.003, 0.000], [0.008, 0.006, -0.009], [0.015, -0.001, 0.016], [0.001, 0.000, 0.000], [-0.001, 0.000, -0.001], [0.000, -0.001, 0.000], [0.000, 0.003, -0.002], [0.001, 0.003, -0.001], [-0.001, 0.002, 0.003], [0.002, 0.000, -0.002], [0.005, -0.003, 0.000], [-0.007, -0.008, 0.002], [0.002, -0.004, -0.004], [-0.003, 0.004, 0.006], [-0.001, -0.001, 0.000], [-0.005, 0.002, 0.005], [-0.005, -0.003, -0.001], [0.006, -0.005, -0.006], [0.004, 0.004, -0.002], [0.000, 0.000, 0.003], [-0.001, -0.006, -0.002], [0.001, 0.001, 0.004], [0.000, -0.001, -0.006], [0.003, -0.001, 0.002], [-0.001, 0.000, 0.002], [-0.001, 0.001, -0.005], [0.001, 0.005, 0.001], [0.003, -0.004, -0.001], [-0.002, -0.004, -0.002], [0.000, 0.001, 0.000], [-0.001, 0.000, -0.001], [0.003, 0.002, 0.002], [-0.005, -0.003, -0.001], [0.002, 0.006, 0.002]]
}

Record 2
{
  "formula": "C6H5P",
  "method": "ωB97M-V with the def2-TZVPD basis set",
  "max_force_ha_per_bohr": 0.105,
  "multiplicity": 1,
  "energy_ha": -572.7877,
  "gap_ev": [6.856, 6.744],
  "symbols": ["C", "C", "C", "C", "C", "C", "P", "H", "H", "H", "H", "H"],
  "coordinates": [[1.598325, -0.532324, 0.009413], [1.241133, 0.802642, -0.128072], [0.413518, -1.410792, -0.106104], [-0.826943, -0.873091, -0.007160], [-0.014803, 1.371078, -0.230648], [-1.136972, 0.567717, 0.250039], [3.390535, -0.101765, 0.031878], [0.448276, -2.472362, -0.330291], [-1.720520, -1.469552, -0.145885], [-2.038778, 0.935022, -0.245643], [-1.271443, 0.753464, 1.328201], [-0.082332, 2.429960, -0.425728]],
  "forces_ev_per_angstrom": [[0.658, 0.432, 0.061], [0.730, 0.247, -0.209], [-0.300, -0.506, -0.023], [0.094, -0.226, 0.121], [4.270, 0.667, 0.542], [0.010, -0.073, -0.249], [-5.374, 0.428, -0.359], [0.374, 0.040, 0.099], [0.258, -0.492, 0.110], [-0.224, -0.473, 0.063], [-0.155, -0.163, -0.080], [-0.341, 0.119, -0.075]]
}

Record 3
{
  "formula": "C12H14N2PRe",
  "method": "ωB97M-V with the def2-TZVPD basis set",
  "max_force_ha_per_bohr": 0.128,
  "multiplicity": 4,
  "energy_ha": -994.3958,
  "s_squared": 3.765,
  "charge": 1,
  "gap_ev": [6.876, 7.602],
  "symbols": ["C", "C", "C", "C", "C", "Re", "P", "H", "H", "H", "H", "H", "H", "H", "H", "N", "C", "N", "C", "C", "C", "C", "C", "C", "H", "H", "H", "H", "H", "H"],
  "coordinates": [[1.475937, 0.233998, -3.135209], [0.169592, 0.042850, -3.760610], [-0.565275, -1.089706, -3.302604], [0.298205, -1.843079, -2.425151], [1.609155, -1.101442, -2.203477], [0.070401, 0.103522, -1.690361], [-0.214637, 2.309082, -1.153871], [2.072332, 1.076052, -3.535672], [-0.368499, 0.816140, -4.322313], [-1.622182, -1.182937, -3.589690], [2.413312, -1.645282, -1.690544], [0.088117, -2.921967, -1.947037], [-1.123407, 2.563549, -0.067441], [-0.345787, 3.399926, -2.147999], [1.152968, 2.492498, -0.692446], [-1.092463, -1.947958, 1.686708], [-1.140253, -1.573299, 0.389071], [-0.531694, -0.382899, 0.256488], [-0.046236, 0.053284, 1.492601], [0.441412, 1.290041, 1.923638], [0.303178, 1.599918, 3.280729], [-0.050880, 0.586609, 4.204285], [-0.379294, -0.729454, 3.782329], [-0.419026, -0.928975, 2.404746], [-1.417184, -2.829481, 2.115514], [-1.652148, -2.089910, -0.436412], [0.874227, 1.972682, 1.192548], [0.561559, 2.572572, 3.686120], [-0.047804, 0.811329, 5.281938], [-0.513635, -1.657663, 4.404111]],
  "forces_ev_per_angstrom": [[0.229, -1.946, -1.096], [-0.382, 0.292, -1.550], [0.624, -1.312, -1.902], [0.503, -2.685, -0.113], [-0.564, -0.403, -2.289], [-2.179, 2.322, 5.764], [0.540, 2.283, -0.350], [0.245, -1.052, 0.787], [0.599, -0.288, -0.018], [0.706, -0.574, 0.284], [-0.107, 0.878, -0.420], [0.451, 2.859, -1.187], [0.714, 0.437, -0.576], [-0.037, -0.943, 1.178], [-1.092, 0.943, 0.055], [0.434, -0.270, 0.388], [0.391, 1.015, 1.159], [0.070, -0.972, -0.855], [-1.146, -1.002, 0.266], [-0.160, 0.444, 0.237], [0.489, -1.063, -0.295], [-0.357, -1.383, 0.157], [0.688, 0.042, 0.529], [-0.900, -0.148, 0.190], [0.156, 0.916, -0.636], [0.427, 0.215, 0.778], [-0.292, 0.016, 0.569], [0.081, -0.088, -0.276], [-0.002, -0.108, -0.664], [-0.127, 1.575, -0.113]]
}

Record 4
{
  "formula": "C5H12NO",
  "method": "ωB97M-V with the def2-TZVPD basis set",
  "max_force_ha_per_bohr": 0.064,
  "multiplicity": 2,
  "energy_ha": -327.4758,
  "s_squared": 0.751,
  "charge": -2,
  "gap_ev": [3.002, 7.168],
  "symbols": ["C", "N", "C", "O", "C", "C", "C", "H", "H", "H", "H", "H", "H", "H", "H", "H", "H", "H", "H"],
  "coordinates": [[0.407193, -0.313113, 0.395097], [-0.190643, -0.957826, -0.773140], [0.313630, -1.758695, -2.254687], [0.586056, -1.134038, -3.333450], [-0.067165, 1.212595, 0.539218], [-0.895212, 1.558279, 1.874874], [-0.039079, 1.299627, 3.109506], [1.500213, -0.421075, 0.504245], [0.038482, -0.800304, 1.325189], [-1.043856, -0.442876, -0.936898], [-0.670038, -2.319102, -2.397793], [1.100479, -2.455523, -1.791276], [0.702011, 2.006728, 0.501330], [-0.779985, 1.211781, -0.315829], [-1.745360, 0.909912, 1.783184], [-1.175421, 2.625414, 1.750518], [0.723392, 2.064380, 3.239886], [-0.579347, 1.529388, 4.104399], [0.307142, 0.308866, 3.468143]],
  "forces_ev_per_angstrom": [[-0.063, 0.573, 0.768], [0.249, -0.527, -0.591], [-1.049, -0.601, 0.947], [0.815, 0.841, 0.061], [-0.703, -0.639, 0.597], [2.051, -0.790, -1.846], [-1.475, 0.774, 2.832], [-0.146, 0.090, -0.559], [0.079, 0.108, -0.279], [-0.164, -0.255, -0.566], [0.540, -0.040, 0.835], [-0.492, 0.618, -0.263], [-0.086, -0.601, -0.551], [0.533, 1.071, 0.412], [-0.774, -0.163, 0.523], [-0.077, -0.583, 0.503], [0.662, -0.140, -0.454], [0.021, 0.018, -1.103], [0.078, 0.247, -1.265]]
}